No. 1
Entry from the Open Molecules 2025 dataset: a cluster of 19 separate species, C38H48Cl55NO3 in total (ωB97M-V with the def2-TZVPD basis set).

## Properties
Frontier orbital gap ... 0.2926 Eh
Charge ... 0
HOMO level ... -7.7 eV

Atoms and positions in Å:
Cl: -7.08390 -3.08648 3.41272
Cl: 3.11169 -3.25869 0.49763
Cl: -4.68524 -3.64126 0.67743
Cl: -1.87950 2.75531 -11.54633
Cl: -3.81649 2.02809 7.73311
Cl: -7.37726 -9.72684 0.23005
Cl: 3.65829 9.60687 -3.47452
Cl: 3.20961 -3.95063 3.31593
Cl: 9.57292 -14.66466 7.66060
Cl: 6.20561 11.23402 2.28961
Cl: 0.29616 2.04350 -5.95214
Cl: -5.67666 -8.59017 2.28975
Cl: -9.58425 -1.74460 2.81100
Cl: -5.30734 7.47960 4.98114
Cl: 4.87542 10.83866 -0.26176
Cl: 10.65456 10.19686 1.85253
Cl: -1.44107 2.57882 5.20873
Cl: -4.35364 7.31198 2.24160
Cl: 9.18455 7.73940 1.36822
Cl: 9.37752 9.75044 -0.71798
Cl: -1.70832 3.85521 2.60713
Cl: 5.67860 -11.16846 7.94827
Cl: 0.54606 4.51353 4.33163
Cl: 7.12114 -13.90593 6.30233
Cl: -4.51641 -9.49921 -0.21054
Cl: -4.54565 -0.75297 7.33176
Cl: 8.27848 -3.90474 5.09201
Cl: 7.08607 -4.98881 2.67783
Cl: 3.05542 6.99080 -0.18609
Cl: 4.71137 8.79225 1.78307
Cl: 7.10154 -6.55858 5.12227
Cl: -3.95212 -3.45227 -2.10539
Cl: -0.33467 1.75425 -8.77076
Cl: -1.75070 0.03383 7.27469
Cl: 0.40890 5.96380 -0.85562
Cl: 5.65568 -10.54573 5.11295
Cl: 7.10463 -14.42301 9.16470
Cl: 5.10098 -2.03677 2.22805
Cl: 5.20928 8.39981 -5.61066
Cl: 6.53189 9.95192 -3.54398
Cl: 2.31859 6.52696 -2.96582
Cl: -9.54420 -0.14268 -0.17517
Cl: -7.87297 -2.65675 0.64860
Cl: -4.55799 -6.04244 -0.92125
Cl: -6.57616 9.06589 2.90603
Cl: 7.52278 -9.19461 6.88066
Cl: -1.21193 4.77776 -13.51954
Cl: 2.34498 1.03810 4.76371
Cl: -0.04777 1.72348 -0.30316
Cl: -10.57934 1.07355 -2.60219
Cl: 1.02947 -1.41809 5.58628
Cl: 0.44683 -0.25924 2.99274
Cl: 0.90040 -0.44592 -7.34668
Cl: -8.34076 -0.77287 -2.73981
Cl: 0.87061 3.64966 -11.84250
O: -2.45834 0.79492 0.17110
O: -1.66580 0.66817 -2.00216
O: -4.49895 1.38418 -0.49456
N: -2.43858 -0.25280 -5.08111
C: -5.78410 -9.77389 0.98643
C: -2.43403 -0.41282 -2.58121
C: 0.78893 1.30812 -7.48566
C: 4.16026 -3.49400 1.89651
C: -1.16479 -3.32755 0.25427
C: -3.13048 0.13600 -3.83505
C: 4.80805 10.52491 1.46913
C: 0.66983 -2.87568 -2.96068
C: 6.65754 -10.70062 6.55826
C: 9.27947 9.46645 1.02089
C: 1.02897 -0.49829 -3.74638
C: 1.68521 -0.50745 4.22635
C: -0.78084 -0.88492 -0.30940
C: -2.96756 5.42206 0.27034
C: -2.05268 4.96176 -1.87140
C: -2.35505 3.62845 -1.71161
C: -9.13982 0.47529 -1.77544
C: -0.65176 3.33373 -12.67625
C: -0.05302 -3.46096 1.30629
C: -4.93462 -4.31933 -0.92075
C: -0.77375 -3.84679 -1.16049
C: 2.99305 -1.94031 -3.00355
C: -5.06115 8.36581 3.47727
C: 2.12093 5.97911 -1.29826
C: 5.07057 9.77818 -4.51611
C: 1.49960 -1.83925 -3.23390
C: -1.38158 0.48752 -0.66328
C: 0.70785 -3.59287 -1.59422
C: -3.33355 0.34985 7.98827
C: -2.96853 3.16010 -0.55929
C: -3.36251 1.72974 -0.32224
C: -3.26393 4.07994 0.42559
C: -1.78573 -1.89947 0.24175
C: 7.82109 -14.86216 7.61629
C: -7.91844 -2.01145 2.28886
C: 7.00275 -4.93516 4.44493
C: -0.57524 3.24445 3.82177
C: -2.34994 5.89144 -0.87371
H: -8.44990 1.30080 -1.65604
H: 3.24985 -2.61235 -2.17941
H: 4.84588 -4.29856 1.67823
H: 1.76758 1.69172 -7.74304
H: 0.00037 2.44741 3.36912
H: -2.14145 -1.67571 1.25246
H: 2.48784 -1.08658 3.78611
H: -2.11920 2.96301 -2.53254
H: 2.49728 4.96640 -1.22863
H: 3.45463 -0.96572 -2.80644
H: -3.26406 0.17860 9.05441
H: -1.58413 5.27557 -2.79706
H: -0.22241 -1.23170 -1.18125
H: -4.36646 9.17300 3.66947
H: -1.82916 -1.29269 -2.81147
H: -1.92241 0.54288 -5.44216
H: -7.40574 -1.05747 2.28936
H: 3.43643 -2.34161 -3.92008
H: 1.63429 -0.23165 -4.62492
H: 1.21839 0.27885 -2.99837
H: -2.67798 -1.96908 -0.37849
H: 6.04721 -4.50741 4.72304
H: 7.60126 -15.90424 7.42485
H: 1.23132 -4.55667 -1.66473
H: -0.04341 -0.70172 0.47354
H: 8.37593 9.93413 1.38826
H: -1.42021 -3.37351 -1.91179
H: 0.53303 -4.35700 1.07834
H: 1.28810 -2.92162 -0.94932
H: 7.38637 -11.47925 6.38092
H: -5.63986 -10.75891 1.41031
H: -3.27153 1.21898 -3.74692
H: -3.16114 -0.42727 -5.77185
H: -0.45801 -3.56935 2.31403
H: -3.24025 -0.64036 -1.87642
H: -4.13264 -0.30450 -3.84203
H: -5.97552 -4.19945 -1.19572
H: -2.12421 6.93628 -1.04715
H: -1.97377 -3.97676 0.60908
H: -0.06706 -3.18904 -3.70237
H: 0.63347 -2.61757 1.23389
H: -0.47939 2.55863 -13.41132
H: 4.94842 10.67267 -5.11267
H: -3.22945 6.15629 1.03377
H: -3.77300 3.79769 1.33862
H: -1.00455 -4.91447 -1.23132
H: -0.01146 -0.49804 -4.07099
H: 3.91573 10.99098 1.86623

=====

No. 2
Entry from the Open Molecules 2025 dataset: the ion C3H9N2O with charge +1 (ωB97M-V with the def2-TZVPD basis set).

## Properties
Frontier orbital gap ... 0.3834 Eh
Charge ... +1
HOMO level ... -14.3 eV
Energy relative to the best compared isomer or geometry (same formula, charge and spin) ... 245.7 kJ/mol

Atoms and positions in Å:
O: -0.66224 1.12643 0.41058
N: 0.85845 -0.97066 0.45829
N: -1.91061 -0.67157 -0.45882
C: 1.57524 0.19423 0.07507
C: 0.51033 1.24756 -0.50636
C: -1.34966 0.06861 0.53189
H: 0.97337 2.27847 -0.38616
H: -1.97900 -0.56909 -1.42759
H: 2.44812 0.18854 -0.59222
H: 0.24746 1.02873 -1.55629
H: 1.24839 -1.51189 1.36818
H: -2.59991 -1.41936 -0.12086
H: 1.84528 0.59288 1.05977
H: 0.72839 -1.56117 -0.30998
H: -1.93361 -0.02171 1.45451

=====

Look up the charge of the first one. 0

=====

Among the records above, which one has the highest charge? C3H9N2O

=====

Number 1 is which compound? C38H48Cl55NO3